(1)
20
Properties=species:S:1:pos:R:3 method="wB97M-V/def2-TZVPD" energy_ev=-13431.820 de_lowest_kcal_mol=198.3 gap_ev=4.779 homo_ev=-9.5
O -0.6054 0.8933 1.7958
H 2.5507 0.8653 -2.2623
H 1.7441 1.3931 1.5856
H 1.1689 -2.3424 -0.4732
H -2.1092 0.4852 1.8072
H -0.0262 0.3420 -2.2057
O -0.9999 0.3510 -2.1237
H -3.3013 0.1662 2.8299
H -1.2185 0.7670 -2.9320
H -1.1845 -1.1912 0.5814
H 2.0022 0.6847 0.1651
C -0.0947 -1.0957 0.5421
N 1.5671 0.5616 1.0688
H 0.1131 0.9534 -0.1985
O -3.0972 0.2249 1.8875
C 0.1292 0.4144 0.7654
H 0.3606 -1.5814 1.4406
O 1.6400 0.5845 -2.0598
N 0.6358 -1.5391 -0.6708
H 0.7252 -0.9366 -1.5434

---

(2)
20
Properties=species:S:1:pos:R:3 method="wB97M-V/def2-TZVPD" total_charge=+1 energy_ev=-13428.653 de_lowest_kcal_mol=26.3 multiplicity=2 gap_ev="9.237 / 4.021" s_squared=0.774 homo_ev="-14.1 / -13.9"
H 0.2207 -0.7475 4.5652
N 0.1893 1.3074 -0.4461
H -1.1143 0.3952 -3.4803
H -1.1002 -2.2024 -0.5299
C -0.5820 0.8782 0.7173
H -0.6251 1.2302 -2.3114
H -1.4995 1.5478 0.6230
O -0.2901 -1.4356 1.6348
C -0.6258 -0.5996 0.7618
H 3.5461 0.6878 -2.3956
H 0.3079 2.2755 -0.5353
N -1.0407 -1.1997 -0.4617
H -0.1067 -1.8734 3.4405
H -1.2738 -0.5566 -1.2297
H -0.2347 1.1867 1.7288
H 1.0788 0.8176 -0.3751
O -1.3901 1.0883 -2.8414
O 2.8759 1.1095 -2.9645
H 3.4150 1.8058 -3.4119
O 0.1285 -1.6361 4.3451